(1)
The following is a quantum chemistry calculation of a cluster of 2 separate species, C3H8NOS2 in total, from the Open Molecules 2025 dataset.

Charge: +1
Highest occupied orbital energy (eV): -13.97
Frontier orbital gap (eV): 9.4

Geometry (Å):
1 C -0.504 -1.491 -0.041
2 C -0.099 -1.050 1.370
3 C -1.092 0.783 -0.048
4 N -0.958 -0.303 -0.746
5 O 2.121 0.698 -0.802
6 S -0.465 0.689 1.559
7 S -1.449 2.340 -0.770
8 H 0.389 -1.719 -0.648
9 H -1.229 -2.247 0.105
10 H -0.582 -1.552 2.170
11 H 1.036 -1.073 1.573
12 H 1.765 1.067 -1.662
13 H -0.620 -0.279 -1.737
14 H 3.004 1.126 -0.632
15 H -1.317 3.010 0.308

Population analysis type natural (NBO), resulting atomic charges in e:
1 C -0.230
2 C -0.560
3 C 0.016
4 N -0.530
5 O -0.979
6 S 0.474
7 S 0.226
8 H 0.245
9 H 0.242
10 H 0.254
11 H 0.266
12 H 0.478
13 H 0.446
14 H 0.503
15 H 0.150


(2)
The following is a quantum chemistry calculation of the ion C3H8NOS2 with charge +1, from the Open Molecules 2025 dataset.

Charge: +1
Highest occupied orbital energy (spin up / spin down) (eV): -13.12 / -12.99
Frontier orbital gap (spin up / spin down) (eV): 7.7 / 7.5

Geometry (Å):
1 C 0.234 1.275 0.552
2 C -0.919 0.678 1.290
3 C 0.146 -0.960 -0.881
4 N 0.789 0.382 -0.556
5 O 0.097 -1.109 -2.229
6 S -2.106 0.053 -0.019
7 S 0.661 -2.294 0.170
8 H -0.103 2.097 -0.155
9 H 0.967 1.462 1.288
10 H -0.532 -0.137 1.806
11 H -1.448 1.385 1.937
12 H 0.762 0.880 -1.522
13 H 1.748 0.373 -0.277
14 H 0.087 -1.979 -2.619
15 H -0.381 -2.105 1.215

Population analysis type natural (NBO), resulting atomic charges in e:
1 C -0.224
2 C -0.539
3 C 0.313
4 N -0.593
5 O -0.680
6 S 0.043
7 S 0.042
8 H 0.246
9 H 0.236
10 H 0.206
11 H 0.283
12 H 0.467
13 H 0.442
14 H 0.540
15 H 0.218


Which structure loses on stability? (2) does.


(1)
The following is a quantum chemistry calculation of a cluster of 2 separate species, CH4INOS in total, from the Open Molecules 2025 dataset.

Highest occupied orbital energy (spin up / spin down) (eV): -9.28 / -9.16
Frontier orbital gap (spin up / spin down) (eV): 6.5 / 7.0

Geometry (Å):
1 C -0.282 -0.175 0.643
2 N 0.266 0.314 -1.827
3 O 0.462 3.235 0.550
4 S 0.837 0.789 -0.488
5 I 3.223 -0.037 0.072
6 H 0.011 0.160 1.579
7 H -1.166 0.336 0.390
8 H -0.015 -1.226 0.272
9 H 0.170 0.902 -2.615

Population analysis type natural (NBO), resulting atomic charges in e:
1 C -0.713
2 N -1.053
3 O -0.172
4 S 0.992
5 I -0.178
6 H 0.228
7 H 0.238
8 H 0.263
9 H 0.393


(2)
The following is a quantum chemistry calculation of a cluster of 2 separate species, CH4INOS in total, from the Open Molecules 2025 dataset.

Highest occupied orbital energy (eV): -7.93
Frontier orbital gap (eV): 6.5

Geometry (Å):
1 C 1.323 0.436 0.253
2 N 0.441 -0.643 -0.506
3 O -0.722 -0.374 -0.906
4 S -2.633 -0.822 0.384
5 I -3.672 1.208 0.057
6 H 1.234 1.294 -0.364
7 H 0.967 0.665 1.268
8 H 2.217 -0.171 0.220
9 H 0.847 -1.594 -0.406

Population analysis type natural (NBO), resulting atomic charges in e:
1 C -0.439
2 N -0.129
3 O -0.272
4 S -0.221
5 I 0.078
6 H 0.219
7 H 0.216
8 H 0.202
9 H 0.347


Which structure loses on stability? (1) does.


(1)
The following is a quantum chemistry calculation of a cluster of 2 separate species, C3H8NO in total, from the Open Molecules 2025 dataset.

Charge: +1
Highest occupied orbital energy (eV): -14.74
Frontier orbital gap (eV): 10.0

Geometry (Å):
1 C 0.200 0.435 0.418
2 C -0.987 -0.329 0.179
3 C 1.522 -0.155 0.258
4 N -0.500 0.599 -0.943
5 O -2.240 -0.319 0.586
6 H 0.170 1.431 0.843
7 H -0.423 -2.056 -0.393
8 H 2.186 -0.028 1.173
9 H 2.050 0.497 -0.416
10 H 1.514 -1.152 -0.313
11 H -0.963 1.446 -1.173
12 H -0.079 0.090 -1.744
13 H -2.450 -0.458 1.526

Population analysis type natural (NBO), resulting atomic charges in e:
1 C -0.104
2 C 0.436
3 C -0.655
4 N -0.584
5 O -0.659
6 H 0.266
7 H 0.080
8 H 0.283
9 H 0.246
10 H 0.253
11 H 0.445
12 H 0.450
13 H 0.542


(2)
The following is a quantum chemistry calculation of a cluster of 2 separate species, C3H8NO in total, from the Open Molecules 2025 dataset.

Charge: +1
Highest occupied orbital energy (eV): -12.56
Frontier orbital gap (eV): 6.2

Geometry (Å):
1 C -0.136 -1.083 -2.329
2 N -1.416 -1.333 -2.259
3 H 0.122 -0.069 -2.622
4 H 0.432 -2.006 -2.366
5 H -2.016 -0.644 -2.696
6 H -1.571 -2.304 -2.013
7 C 1.714 1.090 1.243
8 C 0.392 1.025 1.249
9 O -0.376 0.490 2.283
10 H 2.347 1.309 0.397
11 H 2.214 0.514 2.038
12 H -0.137 1.709 0.584
13 H 0.147 0.801 3.021

Population analysis type natural (NBO), resulting atomic charges in e:
1 C 0.170
2 N -0.578
3 H 0.244
4 H 0.244
5 H 0.462
6 H 0.453
7 C -0.483
8 C 0.101
9 O -0.689
10 H 0.219
11 H 0.200
12 H 0.168
13 H 0.487


(3)
The following is a quantum chemistry calculation of the ion C3H8NO with charge +1, from the Open Molecules 2025 dataset.

Charge: +1
Structure (SMILES): C[C@@H]([NH3+])C=O
Highest occupied orbital energy (eV): -15.35
Frontier orbital gap (eV): 11.5

Geometry (Å):
1 C 0.793 -0.240 1.137
2 C -0.385 0.038 0.207
3 N -0.037 1.114 -0.853
4 C -0.698 -1.224 -0.578
5 O -0.355 -1.334 -1.721
6 H 1.655 -0.658 0.620
7 H 0.441 -0.913 1.918
8 H 1.071 0.670 1.674
9 H -1.179 0.467 0.814
10 H -0.329 0.742 -1.753
11 H 0.927 1.392 -0.702
12 H -0.630 1.923 -0.664
13 H -1.276 -1.976 -0.099

Population analysis type natural (NBO), resulting atomic charges in e:
1 C -0.641
2 C -0.148
3 N -0.683
4 C 0.420
5 O -0.482
6 H 0.244
7 H 0.266
8 H 0.242
9 H 0.246
10 H 0.470
11 H 0.453
12 H 0.443
13 H 0.170


Which structure loses on stability? (1) does.


(1)
The following is a quantum chemistry calculation of a cluster of 2 separate species, C3H8NO in total, from the Open Molecules 2025 dataset.

Charge: +1
Highest occupied orbital energy (eV): -14.26
Frontier orbital gap (eV): 8.6

Geometry (Å):
1 C 1.349 -2.443 -0.914
2 N 1.608 -1.481 -0.114
3 H 1.060 -2.190 -1.925
4 H 1.099 -3.419 -0.506
5 H 2.083 -1.567 0.780
6 H 1.188 -0.559 -0.327
7 O -0.103 0.523 0.310
8 C -0.984 1.217 0.768
9 C -1.828 2.142 -0.016
10 H -1.111 1.393 1.844
11 H -1.989 1.927 -1.077
12 H -2.833 2.243 0.416
13 H -1.553 3.202 0.032

Population analysis type natural (NBO), resulting atomic charges in e:
1 C 0.160
2 N -0.580
3 H 0.226
4 H 0.236
5 H 0.445
6 H 0.484
7 O -0.630
8 C 0.505
9 C -0.761
10 H 0.135
11 H 0.245
12 H 0.254
13 H 0.280


(2)
The following is a quantum chemistry calculation of a cluster of 2 separate species, C3H8NO in total, from the Open Molecules 2025 dataset.

Charge: +1
Highest occupied orbital energy (eV): -14.82
Frontier orbital gap (eV): 9.1

Geometry (Å):
1 C 1.264 0.426 -0.172
2 C 1.880 1.409 0.477
3 C -0.367 -0.566 1.446
4 N 0.027 -0.172 0.289
5 H 1.531 0.014 -1.134
6 H 1.392 2.178 1.073
7 H 2.951 1.423 0.300
8 H -1.100 -1.368 1.461
9 H -0.065 0.088 2.277
10 H -0.609 -0.271 -0.515
11 H -2.595 -0.648 -1.265
12 H -2.412 -1.349 -2.515
13 O -1.897 -1.165 -1.723

Population analysis type natural (NBO), resulting atomic charges in e:
1 C -0.076
2 C -0.309
3 C 0.125
4 N -0.439
5 H 0.254
6 H 0.237
7 H 0.247
8 H 0.240
9 H 0.235
10 H 0.470
11 H 0.472
12 H 0.505
13 O -0.961


Which structure loses on stability? (2) does.


(1)
The following is a quantum chemistry calculation of an isolated molecule of C10H15NO, from the Open Molecules 2025 dataset.

Structure (SMILES): Cc1cc(O)c(CN)c(C)c1C
Highest occupied orbital energy (eV): -7.93
Frontier orbital gap (eV): 8.6

Geometry (Å):
1 C 0.375 1.574 2.774
2 C 0.318 1.047 1.366
3 C 0.551 1.836 0.342
4 C 0.218 1.412 -0.868
5 O 0.511 2.285 -1.899
6 C -0.182 0.126 -1.121
7 C -0.628 -0.423 -2.314
8 N -0.110 0.319 -3.560
9 C -0.270 -0.746 -0.017
10 C -0.272 -2.239 -0.156
11 C 0.109 -0.310 1.239
12 C -0.109 -1.179 2.447
13 H 0.675 2.582 2.680
14 H -0.654 1.507 3.318
15 H 1.192 1.081 3.314
16 H 1.140 2.756 0.543
17 H 0.623 1.773 -2.687
18 H -1.692 -0.269 -2.323
19 H -0.218 -1.413 -2.571
20 H 0.466 -0.403 -4.097
21 H -0.869 0.846 -3.965
22 H -0.485 -2.771 0.848
23 H -0.971 -2.503 -0.927
24 H 0.784 -2.525 -0.456
25 H -0.130 -0.703 3.416
26 H 0.644 -1.943 2.429
27 H -1.017 -1.717 2.247

Population analysis type natural (NBO), resulting atomic charges in e:
1 C -0.628
2 C 0.022
3 C -0.298
4 C 0.383
5 O -0.718
6 C -0.179
7 C -0.229
8 N -0.898
9 C 0.033
10 C -0.650
11 C -0.043
12 C -0.637
13 H 0.209
14 H 0.217
15 H 0.212
16 H 0.221
17 H 0.498
18 H 0.203
19 H 0.205
20 H 0.386
21 H 0.384
22 H 0.224
23 H 0.212
24 H 0.223
25 H 0.226
26 H 0.211
27 H 0.212


(2)
The following is a quantum chemistry calculation of a cluster of 2 separate species, C10H15NO in total, from the Open Molecules 2025 dataset.

Structure (SMILES): Cc1ccccc1.CCC(N)=O
Highest occupied orbital energy (eV): -8.70
Frontier orbital gap (eV): 9.5

Geometry (Å):
1 C -1.086 -3.403 1.154
2 C -0.838 -2.586 -0.074
3 C 0.456 -2.076 -0.292
4 C 0.651 -1.338 -1.431
5 C -0.278 -1.305 -2.437
6 C -1.463 -2.092 -2.365
7 C -1.605 -2.858 -1.194
8 H -2.124 -3.749 1.243
9 H -0.947 -2.644 1.937
10 H -0.506 -4.311 1.337
11 H 1.095 -2.016 0.587
12 H 1.545 -0.710 -1.474
13 H -0.374 -0.473 -3.138
14 H -2.260 -2.176 -3.117
15 H -2.497 -3.457 -1.167
16 C -0.668 3.027 1.599
17 C 0.839 2.881 1.549
18 C 1.313 2.624 0.130
19 N 2.599 3.003 -0.139
20 O 0.642 2.290 -0.829
21 H -0.972 3.631 0.769
22 H -1.090 3.066 2.584
23 H -1.093 2.041 1.286
24 H 1.263 3.894 1.760
25 H 1.291 2.213 2.325
26 H 2.910 3.011 -1.084
27 H 3.197 3.511 0.481

Population analysis type natural (NBO), resulting atomic charges in e:
1 C -0.636
2 C -0.018
3 C -0.208
4 C -0.205
5 C -0.225
6 C -0.197
7 C -0.216
8 H 0.212
9 H 0.212
10 H 0.222
11 H 0.206
12 H 0.217
13 H 0.219
14 H 0.215
15 H 0.200
16 C -0.627
17 C -0.501
18 C 0.673
19 N -0.829
20 O -0.612
21 H 0.232
22 H 0.223
23 H 0.220
24 H 0.208
25 H 0.233
26 H 0.397
27 H 0.383


Which structure loses on stability? (1) does.